(1)
DFT (wB97M-V/def2-TZVPD) results for C7H3Cu4F7NO13S2 as an isolated structure at a distorted geometry.

Output
Net charge: +3
Spin multiplicity: 5
ΔE to the lowest compared entry with this formula, charge and spin in eV: 0.000
Energy in eV: -254625.5316

Last column: natural (NBO) charge in e.
Atoms and positions in Å:
Cu -1.197 -3.388 1.121  1.230
Cu 2.628 -3.351 0.661  1.016
Cu 0.795 -1.008 -1.935  1.502
Cu 3.449 0.260 -0.118  1.311
S -1.568 1.594 -2.344  2.043
S 1.034 2.212 -1.895  2.126
F 2.380 1.172 -3.948  -0.283
F 2.827 3.228 -3.578  -0.235
F -3.652 0.682 -3.653  -0.221
F -2.625 -0.821 -2.437  -0.291
F -3.459 0.380 4.454  -0.314
F 0.937 2.714 -4.504  -0.241
F -1.768 -0.162 -4.296  -0.287
O 3.168 -0.824 -2.074  -0.614
O -1.332 -2.577 3.373  -0.721
O 3.876 -2.022 -0.529  -0.671
O -2.145 1.701 -1.026  -0.690
O -0.348 -1.720 -0.102  -0.739
O 2.203 -2.700 -1.653  -0.724
O 1.436 -0.590 0.275  -0.815
O 0.492 3.484 -1.534  -0.744
O -2.205 -1.379 5.044  -0.436
O 2.111 1.644 -1.070  -1.020
O 0.815 -2.399 1.415  -0.629
O -1.649 2.764 -3.196  -0.687
O -0.557 -0.529 3.867  -0.486
N 0.057 0.974 -2.259  -1.054
C -1.373 -1.565 4.032  1.021
C -2.532 0.193 -3.270  0.843
C -1.010 0.525 4.752  -0.140
C 3.302 -2.044 -1.706  0.988
C 0.553 -1.349 0.732  0.992
C 1.864 2.352 -3.673  0.864
C -2.386 0.006 5.189  0.425
H -2.585 0.419 6.177  0.211
H -0.374 0.736 5.606  0.242
H -1.162 1.388 4.103  0.228

Force components x, y, z for each atom (eV/Å):
1.0 1.6 0.9
0.2 0.4 -0.2
1.5 -0.3 0.5
-0.4 -1.1 -1.3
-2.2 0.6 -1.3
3.9 1.8 1.0
-0.4 -0.3 0.0
-0.5 0.0 0.3
-0.3 0.0 0.2
-0.3 -0.2 0.3
0.5 0.0 -0.7
-0.1 -0.1 -0.1
0.0 0.1 0.0
0.6 1.4 -2.3
0.0 -0.6 -1.1
2.6 -0.9 0.1
1.3 -0.4 -0.2
-3.5 0.5 -0.6
-1.4 -1.5 -2.4
-0.1 1.6 1.3
-0.2 -1.5 -0.3
-0.8 -0.4 0.2
-0.7 0.3 -0.5
0.0 -0.8 2.8
0.8 -1.4 0.8
0.1 -0.2 -0.1
-2.6 -0.4 0.3
0.4 -0.1 0.3
1.6 0.3 -0.3
-1.5 0.7 -1.3
-4.2 3.2 6.3
3.1 -2.9 -4.1
0.5 0.4 -0.2
0.6 1.4 1.1
-0.1 -1.1 0.4
0.3 -0.3 -0.2
0.3 0.2 0.3

(2)
DFT (wB97M-V/def2-TZVPD) results for C35H27BrF3FeN6O6S2 as an isolated structure at a distorted geometry.

Output
Net charge: -1
ΔE to the lowest compared entry with this formula, charge and spin in eV: 0.000
Energy in eV: -192215.6039

Last column: Löwdin charge in e.
Atoms and positions in Å:
Br 5.665 3.268 -1.547  0.695
Fe -1.802 -0.172 0.605  0.412
S 0.068 -0.482 3.288  0.601
S -4.443 1.218 1.454  0.515
F -6.250 2.372 2.967  0.112
F -4.379 1.984 3.981  0.123
F -5.752 0.360 3.585  0.122
O -5.462 0.568 0.672  -0.288
O -2.781 0.549 -0.976  -0.073
O 0.033 -1.307 4.470  -0.309
O -0.282 0.904 3.415  -0.296
O -4.047 2.547 1.057  -0.294
O -3.337 0.335 1.874  -0.336
N 0.399 0.831 -5.439  0.050
N -1.054 1.601 0.835  0.184
N 1.667 0.908 -5.503  0.028
N -0.451 -0.621 -0.795  0.072
N -0.761 -1.122 2.066  -0.156
N -2.625 -1.943 0.404  0.059
C 5.793 -0.548 1.238  -0.054
C 3.408 0.254 1.146  -0.035
C 2.489 1.475 -4.501  -0.294
C -2.395 -4.267 1.026  -0.157
C 2.110 0.278 1.621  -0.068
C -4.130 -3.557 -0.482  -0.036
C -0.266 -3.502 2.673  -0.024
C 3.855 1.234 -4.670  -0.041
C 4.381 -0.536 1.760  -0.275
C -1.656 1.049 -4.351  -0.028
C -0.956 -2.500 2.015  -0.239
C -0.685 4.134 1.294  -0.186
C 0.092 -0.097 -3.100  -0.097
C -0.329 0.594 -4.294  -0.269
C -2.007 -2.920 1.130  -0.118
C -0.757 -0.056 -1.989  -0.107
C 4.018 -1.292 2.868  -0.042
C -3.654 -2.236 -0.350  -0.068
C 2.101 2.319 -3.449  -0.021
C 0.662 -1.313 -0.684  -0.090
C -2.087 0.554 -2.030  -0.322
C -0.640 -4.854 2.538  -0.082
C -2.004 4.867 1.555  -0.089
C 4.799 1.748 -3.798  -0.137
C 1.534 -1.484 -1.768  -0.023
C 1.262 -0.876 -2.962  0.001
C 4.383 2.553 -2.752  -0.709
C 1.759 -0.498 2.721  -0.266
C 3.041 2.856 -2.586  -0.131
C -1.687 -5.247 1.757  -0.063
C -5.243 1.492 3.085  -0.665
C -3.494 -4.560 0.183  -0.016
C -0.894 2.712 1.036  -0.096
C -2.518 1.052 -3.278  0.000
C 2.714 -1.277 3.352  -0.055
H -4.985 -3.750 -1.115  0.103
H 1.357 0.891 1.141  0.094
H -0.079 -5.597 3.092  0.101
H 4.764 -1.905 3.362  0.108
H -0.022 4.204 2.159  0.121
H 0.864 -1.757 0.281  0.106
H -4.126 -1.403 -0.857  0.116
H 2.727 3.503 -1.777  0.099
H 2.429 -1.859 4.218  0.107
H -3.827 -5.587 0.089  0.112
H -2.578 4.358 2.326  0.075
H -1.791 5.887 1.873  0.072
H 0.551 -3.252 3.329  0.086
H 1.926 -1.013 -3.802  0.110
H -1.970 1.466 -5.301  0.110
H 3.677 0.853 0.282  0.106
H -3.524 1.441 -3.356  0.113
H 6.301 -1.477 1.496  0.072
H 2.421 -2.091 -1.641  0.109
H 5.850 1.533 -3.936  0.096
H 6.371 0.278 1.661  0.081
H -2.621 4.885 0.660  0.078
H 1.063 2.583 -3.316  0.113
H -0.163 4.553 0.433  0.114
H -1.985 -6.286 1.691  0.102
H 4.160 0.625 -5.513  0.108
H 5.810 -0.431 0.154  0.073

Force components x, y, z for each atom (eV/Å):
0.0 0.0 0.0
-0.1 0.0 -0.1
0.0 0.1 -0.1
0.0 -0.1 0.1
0.0 0.0 0.0
0.0 0.0 0.0
0.0 0.0 0.0
0.0 0.0 0.0
-0.1 -0.1 0.0
0.0 0.0 0.0
0.0 0.0 0.0
0.0 0.0 0.0
0.0 0.2 -0.2
0.6 -1.0 -0.1
-0.1 0.3 0.0
-0.5 1.2 -0.3
0.1 -0.1 -0.1
-0.1 -0.4 0.3
0.0 -0.1 0.2
0.0 0.0 0.0
0.0 0.0 0.0
0.1 -0.8 0.5
0.0 -0.1 0.0
0.0 0.1 0.1
0.0 0.1 0.0
0.0 -0.1 0.0
0.0 -0.1 0.1
0.0 0.0 0.0
0.2 0.0 -0.1
-0.1 0.1 -0.1
-0.1 -0.1 0.1
0.2 0.3 -0.2
-0.2 0.3 0.3
0.0 0.1 0.0
-0.3 0.1 0.1
0.0 0.0 0.0
-0.1 0.0 0.0
-0.2 0.0 -0.2
-0.1 -0.1 0.0
0.2 0.0 -0.1
0.1 0.0 0.0
0.0 0.0 0.0
0.0 0.0 -0.1
0.0 0.0 0.0
0.0 0.1 0.0
0.0 0.0 0.0
0.1 0.0 0.0
0.0 0.0 0.0
0.0 0.0 0.0
0.0 0.0 0.1
0.0 0.0 0.1
0.1 0.1 -0.2
0.0 0.0 0.1
0.0 0.0 -0.1
0.0 0.0 0.0
0.0 0.0 0.0
0.0 0.0 0.0
0.0 0.0 0.0
0.0 0.0 0.0
0.0 0.0 0.0
0.0 0.0 0.0
0.0 0.0 0.0
0.0 0.0 0.0
0.0 0.0 0.0
0.0 0.0 0.0
0.0 0.0 0.0
0.0 0.0 0.1
0.1 0.1 -0.1
0.0 0.0 0.0
0.0 0.0 0.0
0.0 0.0 0.0
0.0 0.0 0.0
0.0 0.0 0.0
0.0 0.0 0.0
0.0 0.0 0.0
0.0 0.0 0.0
-0.1 -0.1 0.1
0.0 0.0 0.0
0.0 0.0 0.0
0.0 0.0 0.0
0.0 0.0 0.0

(3)
DFT (wB97M-V/def2-TZVPD) results for a 2-piece molecular cluster, CH4O2S2 overall.

Output
SMILES string: O=CO.SS
ΔE to the lowest compared entry with this formula, charge and spin in eV: 0.017
Energy in eV: -26867.1294

Last column: natural (NBO) charge in e.
Atoms and positions in Å:
S -0.506 -2.849 0.880  -0.107
S 1.167 -1.738 0.507  -0.135
O -0.166 3.182 -0.578  -0.548
O -0.572 1.208 0.352  -0.679
C -0.016 2.005 -0.567  0.642
H 0.586 1.480 -1.325  0.084
H -0.339 0.290 0.169  0.486
H 1.116 -1.705 -0.836  0.128
H -1.271 -1.873 1.398  0.130

Force components x, y, z for each atom (eV/Å):
-0.3 -0.2 0.1
0.4 0.2 -0.1
-0.1 0.4 0.1
-0.2 0.0 0.1
0.1 -0.1 -0.3
0.0 -0.2 0.0
0.2 -0.2 0.1
-0.1 0.0 0.0
0.0 0.0 -0.1

(4)
DFT (wB97M-V/def2-TZVPD) results for C41H37F5P2SZr as an isolated structure at a distorted geometry.

Output
Net charge: +2
Energy in eV: -87378.8860

Last column: Löwdin charge in e.
Atoms and positions in Å:
Zr 0.110 -0.333 2.114  1.263
S -0.821 1.761 2.893  0.683
P -1.632 -0.742 0.212  0.917
P 1.955 0.097 0.369  0.923
F -0.564 -0.070 8.553  0.159
F -0.783 3.481 5.386  0.101
F -0.520 2.601 8.011  0.152
F -0.816 -1.897 6.526  0.138
F -1.132 -1.109 3.921  -0.098
C -3.055 2.982 -0.724  -0.060
C -0.675 1.725 6.995  -0.090
C -3.456 -4.392 -0.399  -0.040
C -4.445 2.808 -0.726  -0.039
C -1.761 -0.615 -3.360  -0.144
C 2.844 4.076 0.541  -0.052
C 2.511 2.772 0.908  -0.090
C 3.241 3.348 -1.736  -0.045
C -4.989 1.537 -0.512  -0.045
C -2.609 -2.268 0.408  -0.377
C 0.987 -0.627 -0.947  -0.279
C 1.191 -0.456 -4.086  -0.127
C 5.852 -1.220 0.660  -0.043
C -3.212 -2.517 1.660  -0.107
C 3.178 4.373 -0.786  -0.040
C -0.696 0.355 7.284  -0.088
C -2.754 0.606 -0.284  -0.370
C -4.076 -4.623 0.834  -0.037
C -3.924 -3.696 1.876  -0.050
C 3.455 -0.966 0.363  -0.355
C 1.934 -0.378 3.371  -0.298
C -1.143 1.384 -4.744  -0.170
C 1.278 0.880 -4.056  -0.108
C -0.787 2.156 5.680  -0.179
C 5.667 -2.555 1.036  -0.041
C 2.542 1.750 -0.058  -0.376
C -2.703 -3.231 -0.608  -0.071
C 3.295 -2.341 0.603  -0.107
C -0.982 -0.117 4.959  -0.177
C 2.995 2.026 -1.353  -0.099
C -2.212 1.893 -0.497  -0.154
C -0.293 -1.131 -0.925  -0.293
C 0.332 1.825 -4.722  -0.173
C 4.388 -3.119 0.984  -0.055
C -1.145 -1.620 -4.295  -0.177
C 4.757 -0.427 0.304  -0.058
C -0.898 1.230 4.609  -0.469
C 0.240 -1.276 -4.901  -0.169
C -0.854 -0.575 6.258  -0.119
C -1.617 0.706 -3.498  -0.092
C -4.156 0.437 -0.299  -0.059
H 6.856 -0.788 0.657  0.122
H 0.090 -0.844 -5.901  0.119
H -1.124 2.019 -0.523  0.106
H -2.196 -3.070 -1.559  0.086
H -1.331 0.774 -5.640  0.117
H 0.739 -2.246 -5.049  0.118
H 3.394 5.403 -1.073  0.122
H -3.109 -1.787 2.466  0.093
H 2.302 -2.790 0.536  0.101
H -2.616 3.966 -0.899  0.120
H 3.145 1.210 -2.058  0.097
H 1.772 -1.177 4.118  0.023
H 2.886 -0.582 2.871  -0.014
H 2.231 2.533 1.939  0.089
H 6.516 -3.156 1.362  0.121
H -4.588 -0.554 -0.128  0.112
H -0.522 -1.960 -1.612  0.065
H 4.908 0.613 0.007  0.109
H -3.552 -5.122 -1.205  0.122
H -1.074 -2.590 -3.777  0.096
H 1.617 -0.852 -1.810  0.052
H -2.475 -1.029 -2.634  0.091
H 1.985 -1.053 -3.633  0.099
H -1.739 2.307 -4.844  0.124
H -5.094 3.669 -0.896  0.122
H -6.075 1.407 -0.504  0.122
H 0.648 2.002 -5.764  0.132
H -1.954 1.390 -2.722  0.079
H 2.830 4.866 1.293  0.119
H 4.237 -4.165 1.247  0.118
H 3.483 3.578 -2.774  0.121
H 2.045 0.559 3.933  0.018
H -4.671 -5.525 0.991  0.124
H -4.367 -3.891 2.854  0.121
H 2.195 1.366 -3.717  0.079
H -1.837 -1.789 -5.146  0.131
H 0.406 2.798 -4.213  0.111

Force components x, y, z for each atom (eV/Å):
0.2 1.1 3.0
-0.3 -0.2 0.3
-1.1 -0.3 -0.5
1.2 0.7 -0.7
-0.1 0.5 -1.4
0.1 -1.5 0.4
-0.2 -0.9 -1.3
-0.2 1.2 -0.3
0.4 1.0 0.8
0.1 -0.2 0.1
0.1 0.5 0.9
0.0 0.1 0.1
0.2 -0.2 0.0
-0.3 0.2 -0.4
0.1 0.0 -0.1
-0.2 -0.1 -0.2
0.1 -0.2 0.2
0.1 0.2 -0.1
0.2 -0.4 0.2
-1.1 -0.7 -0.7
0.5 0.5 -0.2
-0.1 -0.2 -0.1
0.2 -0.1 -0.3
-0.2 -0.3 0.2
0.0 -0.2 0.8
-0.3 0.7 -0.2
0.2 0.3 0.0
-0.1 0.0 -0.2
0.1 -0.2 0.0
0.3 -0.6 -0.2
0.3 0.3 -0.3
0.4 -0.5 -0.7
0.0 0.5 -1.0
-0.3 0.3 -0.1
0.0 0.5 0.2
-0.2 0.0 0.2
0.1 0.2 0.4
0.0 -0.1 -0.2
-0.2 0.3 0.0
-0.3 -0.3 0.2
1.3 -0.3 -0.6
-0.1 0.4 -0.1
0.0 0.1 -0.2
-0.5 -0.2 -0.4
-0.3 0.0 0.3
0.1 0.0 0.2
-0.4 -0.6 -0.1
0.2 -1.0 0.4
-0.5 -0.1 0.1
0.5 -0.2 0.1
-0.4 -0.1 -0.1
0.2 0.0 0.4
-0.3 0.1 0.1
-0.3 -0.1 0.1
-0.1 0.1 0.4
-0.2 0.3 -0.3
-0.1 -0.3 0.1
-0.1 -0.2 -0.2
0.2 0.0 0.1
-0.2 -0.3 0.0
-0.1 0.2 0.1
0.1 0.0 0.0
0.0 -0.1 0.4
0.0 0.2 -0.3
-0.2 0.2 -0.1
0.1 0.4 -0.1
0.2 0.8 -0.1
0.0 -0.3 0.3
0.0 0.2 0.3
-0.1 0.2 -0.1
-0.4 -0.5 0.3
0.6 0.3 0.2
0.1 0.3 -0.1
0.1 -0.4 -0.2
0.2 -0.3 0.1
0.4 0.0 0.0
0.0 0.0 0.3
-0.3 -0.3 -0.3
0.0 -0.2 -0.2
0.1 0.2 -0.1
0.1 -0.1 0.3
-0.1 0.0 -0.1
0.3 0.3 -0.1
0.1 0.1 -0.3
-0.4 -0.3 0.3
0.2 -0.1 0.4
0.0 -0.2 -0.1

(5)
DFT (wB97M-V/def2-TZVPD) results for a 2-piece molecular cluster, C3H6ClP overall at a distorted geometry.

Output
Spin multiplicity: 3
ΔE to the lowest compared entry with this formula, charge and spin in eV: 2.984
Energy in eV: -25012.5753

Last column: natural (NBO) charge in e.
Atoms and positions in Å:
Cl -0.435 -1.686 -1.342  -0.004
P -1.230 1.294 -0.655  0.255
C -1.034 -0.558 -0.174  -0.407
C 1.055 0.012 1.081  -0.114
C 2.035 -0.455 0.349  -0.522
H -2.115 1.555 0.414  -0.016
H 2.028 -0.885 -0.700  0.226
H -2.434 1.270 -1.593  0.009
H -1.769 -1.125 0.304  0.176
H 3.087 -0.230 0.545  0.204
H 0.813 0.807 1.771  0.194

Force components x, y, z for each atom (eV/Å):
0.2 0.4 -0.2
-1.0 -1.5 -0.4
-1.3 1.0 -2.9
1.6 0.4 -0.5
0.6 0.5 -1.1
0.1 0.0 0.2
-0.8 0.0 1.6
1.4 -0.4 0.9
-1.2 -0.1 1.4
0.1 0.1 0.6
0.2 -0.5 0.4

(6)
DFT (wB97M-V/def2-TZVPD) results for C18H18BF4LaO as an isolated structure at a distorted geometry.

Output
ΔE to the lowest compared entry with this formula, charge and spin in eV: 0.000
Energy in eV: -33413.0826

Last column: natural (NBO) charge in e.
Atoms and positions in Å:
La -0.160 0.004 1.481  2.173
F -0.201 -0.083 4.049  -0.709
F -1.001 -0.982 6.191  -0.521
F 1.206 -0.371 6.090  -0.531
F -0.408 1.246 6.215  -0.520
O -0.315 -0.154 -1.880  -0.538
C -0.600 1.993 3.501  -0.258
C 0.697 -0.209 -6.824  -0.209
C 0.827 1.857 3.561  -0.242
C -0.887 -2.143 3.078  -0.359
C 1.367 -2.059 2.462  -0.426
C 0.605 -2.440 1.330  -0.489
C -1.410 -0.896 -2.447  -0.105
C -0.114 -0.920 -3.184  0.066
C 0.258 2.559 1.467  -0.513
C -0.955 2.435 2.210  -0.434
C 0.464 -1.937 3.568  -0.126
C 0.075 -0.192 -4.451  -0.093
C 0.555 -0.867 -5.605  -0.187
C 1.342 2.155 2.297  -0.395
C -0.798 -2.480 1.706  -0.442
C -0.276 1.170 -4.577  -0.193
C -0.119 1.831 -5.800  -0.206
C 0.361 1.151 -6.927  -0.201
B -0.096 -0.033 5.970  1.447
H 0.318 2.720 0.396  0.218
H 0.493 -1.838 -3.067  0.211
H 2.415 -1.824 2.568  0.234
H 0.477 1.675 -7.880  0.222
H -2.229 -0.321 -2.908  0.199
H 0.808 -1.929 -5.514  0.214
H -1.992 2.454 1.879  0.221
H 1.071 -0.749 -7.699  0.223
H -1.375 1.768 4.226  0.245
H -0.639 1.711 -3.701  0.223
H 0.996 -2.517 0.320  0.221
H -1.773 -1.873 3.625  0.241
H 1.465 1.498 4.369  0.243
H 0.856 -1.926 4.551  0.236
H -0.372 2.892 -5.868  0.222
H -1.680 -1.785 -1.864  0.191
H -1.651 -2.547 1.039  0.216
H 2.395 1.955 2.048  0.229

Force components x, y, z for each atom (eV/Å):
0.5 0.7 2.3
-0.8 0.0 2.2
-0.4 -0.2 0.4
0.0 0.1 0.2
-0.1 -0.1 0.3
0.1 -0.6 -1.4
-0.1 1.3 -0.6
-0.2 0.4 0.1
-0.3 0.5 -0.3
1.7 -0.4 -0.3
-1.4 0.0 1.1
-1.1 -0.5 -0.9
0.5 -0.3 -0.4
-0.7 -0.5 1.7
-0.1 0.4 -1.3
0.8 0.0 0.4
0.0 -2.2 -2.5
0.1 1.0 -1.3
-0.2 0.1 0.9
0.1 -0.1 -0.1
1.3 -0.5 -0.1
0.3 -0.5 -0.1
0.0 -0.2 0.0
0.0 -0.2 0.3
0.4 0.1 -1.4
0.1 0.4 0.0
-0.3 0.7 0.1
0.2 -0.4 -0.3
0.0 -0.2 0.4
0.4 -0.1 0.5
0.0 0.4 -0.1
0.2 0.5 -0.2
-0.1 0.2 0.3
0.6 0.3 0.1
0.1 -0.1 -0.2
-0.1 -0.3 0.0
-0.1 -0.5 0.2
-0.6 0.2 -0.2
-0.2 0.4 0.7
0.1 -0.4 0.0
-0.1 0.3 -0.3
0.1 -0.4 -0.1
-0.5 0.6 -0.1